# C9H8IN

A single C9H8IN molecule in a non-equilibrium geometry (ωB97M-V/def2-TZVPD, the OMol25 dataset).

```
19
Properties=species:S:1:pos:R:3:forces:R:3:nbo_charge:R:1
C 0.501 2.990 0.001 2.01 0.33 -0.55 -0.497
C 0.183 1.760 0.240 -1.02 -0.58 -0.32 0.184
C 0.023 0.452 0.423 0.77 1.61 1.45 -0.189
C 0.701 -0.037 1.654 0.93 -2.30 -0.92 -0.165
C 1.086 -1.347 1.687 -1.35 2.27 -1.06 -0.214
C 0.772 -2.203 0.560 0.63 -1.07 1.80 -0.233
C 0.189 -1.851 -0.551 -1.62 2.02 -0.95 -0.155
C -0.447 -0.481 -0.614 -0.34 -1.81 -2.48 0.036
C -1.073 0.120 -1.853 0.53 1.39 0.40 -0.259
N -1.932 -0.769 -1.133 0.75 0.59 1.95 -0.508
I -3.293 0.016 0.210 -0.32 0.13 -0.30 0.242
H 0.062 3.969 0.094 -0.91 -0.30 0.43 0.241
H 1.545 3.113 -0.363 -0.56 -0.19 0.01 0.225
H 1.264 0.612 2.302 -0.73 0.64 0.34 0.222
H 1.663 -1.717 2.488 0.60 -0.39 0.71 0.212
H 0.975 -3.225 0.752 0.43 -1.03 -0.27 0.208
H -0.157 -2.541 -1.299 0.26 -0.23 -0.22 0.226
H -1.152 1.211 -1.687 -0.35 -0.53 -0.23 0.208
H -0.911 -0.074 -2.910 0.30 -0.55 0.19 0.214
```
Forces are in eV/Å.

Values from the calculation:
- SMILES = C=C=C1C=CC=C[C@]12CN2I
- E_tot (eV) = -19048.3309
- HOMO energy (Ha) = -0.2899
- max |F| (eV/Å) = 3.09
- frontier orbital gap (eV) = 7.79

# C9H8INO6P

A 2-piece molecular cluster, C9H8INO6P overall in a non-equilibrium geometry (ωB97M-V/def2-TZVPD, the OMol25 dataset).

```
26
Properties=species:S:1:pos:R:3:forces:R:3:nbo_charge:R:1
O 0.528 0.949 3.589 0.65 -0.19 0.67 -0.527
C -0.325 0.755 2.781 -0.58 -0.27 -0.55 0.668
N -1.714 0.695 3.031 0.08 -0.14 -0.44 -0.665
C -2.407 0.776 1.777 0.95 -0.20 -0.43 0.675
O -3.549 1.013 1.630 -1.08 -0.40 0.00 -0.443
C -1.375 0.544 0.700 -0.30 0.21 0.27 -0.185
C -1.506 0.333 -0.661 -0.15 0.08 -0.25 -0.099
I -3.379 0.280 -1.589 0.20 0.03 0.04 0.206
C -0.352 0.134 -1.409 0.07 0.11 0.74 -0.229
C 0.898 0.151 -0.781 -0.03 0.07 -0.34 0.016
C 2.136 -0.097 -1.618 -0.17 -0.47 0.42 -0.830
P 2.330 -1.904 -1.842 -1.48 -0.43 0.49 2.324
O 1.262 -2.679 -1.193 0.08 0.00 0.07 -1.100
O 3.742 -2.311 -1.238 0.40 0.14 -0.47 -0.984
O 2.361 -2.195 -3.424 0.61 0.60 0.22 -0.969
C 1.020 0.369 0.585 -0.15 0.09 -0.07 -0.199
C -0.142 0.557 1.313 0.45 0.09 -0.47 -0.050
H -2.018 -0.120 3.547 -0.13 0.47 0.72 0.412
H -0.408 -0.050 -2.469 -0.11 -0.04 -0.19 0.213
H 2.982 0.286 -1.057 0.38 0.06 -0.25 0.264
H 2.052 0.402 -2.577 0.16 0.17 -0.15 0.239
H 3.593 -3.149 -0.778 0.13 -0.03 0.12 0.520
H 1.914 -1.465 -3.868 0.01 -0.17 -0.32 0.499
H 1.992 0.380 1.055 0.07 0.02 0.13 0.223
O -4.927 3.609 2.420 0.08 0.02 -0.06 -1.369
H -4.707 2.735 2.079 -0.15 0.17 0.09 0.390
```
Forces are in eV/Å.

Values from the calculation:
- E_tot (eV) = -40629.0812
- total charge = -1
- HOMO energy (Ha) = -0.0628
- max |F| (eV/Å) = 1.62
- frontier orbital gap (eV) = 3.36

# C9H8N2

A single C9H8N2 molecule in a non-equilibrium geometry (ωB97M-V/def2-TZVPD, the OMol25 dataset).

```
19
Properties=species:S:1:pos:R:3:forces:R:3:nbo_charge:R:1
C 0.296 -1.364 -0.920 2.38 1.41 -0.12 -0.566
C -0.260 -0.014 -0.536 1.50 -1.17 -0.43 -0.347
C -1.010 0.013 0.732 -1.19 0.08 3.12 -0.597
C 0.912 0.857 -0.422 0.10 4.14 -0.56 0.142
C 1.551 1.926 -0.410 -2.17 -2.57 -0.24 -0.132
C 2.670 2.743 -0.189 -0.09 0.72 1.43 0.107
N 3.758 2.122 0.069 1.78 -0.34 0.11 -0.425
C 3.859 0.790 0.036 -0.59 1.47 -0.07 0.312
C 3.844 -0.411 0.102 0.55 2.41 -0.68 -0.209
C 3.855 -1.732 0.154 -0.45 -2.50 1.18 0.212
N 3.702 -2.820 0.504 0.24 -0.48 -0.51 -0.261
H 1.142 -1.158 -1.627 -0.54 -0.63 0.68 0.214
H 0.621 -1.782 -0.014 0.95 -1.25 0.94 0.209
H -0.372 -1.968 -1.406 -1.88 -1.58 -1.00 0.208
H -0.836 0.124 -1.401 -1.08 1.79 -1.10 0.240
H -0.277 -0.433 1.572 -1.95 1.11 -1.56 0.216
H -2.021 -0.534 0.746 1.73 0.32 -0.24 0.228
H -1.317 1.084 0.974 0.69 -1.32 0.02 0.224
H 2.626 3.853 0.072 0.02 -1.60 -0.95 0.226
```
Forces are in eV/Å.

Values from the calculation:
- SMILES = CC(C)C#C/C=N\C#CC#N
- E_tot (eV) = -12436.8514
- HOMO energy (Ha) = -0.3560
- max |F| (eV/Å) = 4.18
- frontier orbital gap (eV) = 8.72

# C9H8N2

A single C9H8N2 molecule in a non-equilibrium geometry (ωB97M-V/def2-TZVPD, the OMol25 dataset).

```
19
Properties=species:S:1:pos:R:3:forces:R:3:nbo_charge:R:1
C -2.987 1.037 -0.010 2.19 -1.80 -1.34 -0.186
C -2.186 1.052 -1.168 0.92 -0.44 2.99 -0.215
C -0.889 0.531 -1.126 1.07 0.84 -1.12 -0.185
C -0.358 -0.130 -0.005 -1.48 1.03 -0.70 -0.082
C 1.036 -0.661 -0.020 -3.06 1.43 -0.09 0.305
N 1.422 -1.863 -0.137 -0.27 -3.58 -0.15 -0.441
C 2.765 -1.840 -0.094 1.98 1.09 0.85 -0.116
C 3.231 -0.575 0.104 2.61 2.79 -0.15 -0.099
N 2.064 0.133 0.082 2.41 8.46 0.53 -0.518
C -1.238 -0.142 1.114 5.88 -3.90 1.78 -0.139
C -2.474 0.347 1.112 -1.07 1.67 -2.14 -0.250
H -3.969 1.349 -0.172 -1.55 0.70 0.63 0.215
H -2.398 1.617 -2.011 -0.97 0.79 -1.46 0.207
H -0.289 0.865 -2.037 -0.37 -1.23 1.31 0.212
H 3.502 -2.564 0.012 0.22 -2.29 -0.34 0.203
H 4.357 0.089 0.245 -3.87 -2.69 -0.56 0.229
H 2.079 1.326 0.055 -0.47 -4.91 0.27 0.427
H -0.676 -0.791 2.079 -2.28 2.15 -2.61 0.216
H -2.990 0.220 1.976 -1.89 -0.10 2.28 0.216
```
Forces are in eV/Å.

Values from the calculation:
- SMILES = c1ccc(-c2ncc[nH]2)cc1
- E_tot (eV) = -12440.0330
- HOMO energy (Ha) = -0.3252
- max |F| (eV/Å) = 8.82
- frontier orbital gap (eV) = 9.51

# C9H8N2NdO4Se

C9H8N2NdO4Se as an isolated structure in a non-equilibrium geometry (ωB97M-V/def2-TZVPD, the OMol25 dataset).

```
25
Properties=species:S:1:pos:R:3:forces:R:3:mulliken_spin:R:1
O 0.035 -3.367 -0.019 -0.19 7.30 -0.85 0.008
C 0.010 -2.192 -0.110 0.33 -10.10 0.08 -0.005
Nd -0.083 0.026 0.687 -0.36 0.33 3.41 3.044
O -2.822 -0.028 -1.639 7.84 0.07 4.20 0.012
C -1.772 -0.025 -1.063 -9.50 -0.31 -6.06 -0.012
C 1.762 0.016 -1.059 7.15 0.08 -3.95 -0.004
O 2.794 0.027 -1.618 -6.19 -0.08 3.18 0.001
C -0.018 2.203 -0.082 0.10 11.25 -0.59 -0.002
O -0.032 3.381 -0.009 0.08 -7.50 -0.65 0.006
C -1.658 -0.138 3.220 -0.42 -0.26 0.03 0.001
N -0.520 0.552 3.832 0.86 -0.06 -0.27 0.001
C -0.647 1.469 4.876 1.22 -0.40 -0.71 0.000
C 0.613 1.870 5.213 -0.31 -1.23 -1.17 -0.002
N 1.503 1.193 4.383 -0.99 -0.02 -0.35 -0.001
C 2.959 1.309 4.462 1.02 0.23 0.13 0.000
C 0.822 0.394 3.522 -0.26 0.64 1.04 -0.003
Se 1.757 -0.818 2.359 0.51 -0.67 0.76 -0.045
H -2.360 0.582 2.765 0.15 -0.08 0.18 0.000
H -2.216 -0.723 3.971 0.25 0.18 -0.33 0.001
H -1.346 -0.878 2.442 -0.11 0.01 1.02 0.000
H -1.593 1.740 5.271 -0.61 0.19 0.26 0.000
H 0.935 2.548 5.961 0.28 0.42 0.52 0.000
H 3.274 2.342 4.273 -0.25 -0.20 0.05 0.000
H 3.314 1.018 5.459 -0.27 0.02 -0.20 0.000
H 3.455 0.663 3.727 -0.35 0.20 0.26 0.000
```
Forces are in eV/Å.

Values from the calculation:
- E_tot (eV) = -101222.3108
- total charge = +3
- ⟨S²⟩ = 3.756
- HOMO energy (alpha / beta) (Ha) = -0.7219 / -0.7226
- spin multiplicity = 4
- max |F| (eV/Å) = 11.27
- frontier orbital gap (alpha / beta) (eV) = 5.88 / 5.99

# C9H8N2O2

C9H8N2O2 as an isolated structure in a non-equilibrium geometry (ωB97M-V/def2-TZVPD, the OMol25 dataset).

```
21
Properties=species:S:1:pos:R:3:forces:R:3:nbo_charge:R:1
C 0.917 -1.744 -0.476 -2.38 0.20 1.25 0.137
C -0.233 -1.436 -0.114 1.52 -1.01 -1.06 -0.181
C 2.271 -1.446 -0.291 0.08 0.48 -0.38 -0.246
C 1.346 0.820 0.232 -1.04 0.34 0.64 0.167
C 2.354 -0.130 0.015 1.57 -0.54 -0.43 -0.118
C -2.226 1.548 -0.200 -0.04 0.35 -0.03 0.038
C 3.901 0.569 -0.087 -1.38 -0.68 0.50 0.828
C -0.619 -0.413 0.803 -0.44 -0.13 0.05 0.150
C -3.170 -0.650 -0.277 -0.63 -0.44 -0.12 -0.448
N 0.184 0.655 0.821 0.64 1.17 -0.09 -0.499
N -2.212 0.335 0.092 0.59 -0.32 -0.05 -0.297
O 4.695 0.055 0.644 1.22 -0.60 0.73 -0.653
O 3.806 1.431 -0.924 -0.04 1.12 -1.00 -0.655
H 3.089 -2.145 -0.324 0.16 0.08 -0.04 0.255
H 1.624 1.855 0.058 0.16 -0.03 -0.03 0.222
H -3.019 2.027 -0.766 -0.18 -0.13 0.00 0.186
H -1.382 2.141 0.132 0.21 0.07 0.04 0.225
H -1.109 -0.696 1.730 0.07 0.01 0.08 0.210
H -2.618 -1.530 -0.619 -0.15 0.06 -0.05 0.242
H -3.854 -0.311 -1.059 0.06 0.01 0.06 0.211
H -3.744 -0.936 0.608 0.01 0.00 -0.07 0.225
```
Forces are in eV/Å.

Values from the calculation:
- E_tot (eV) = -16530.8678
- HOMO energy (Ha) = -0.3041
- max |F| (eV/Å) = 2.70
- frontier orbital gap (eV) = 7.35

- The highest E_tot belongs to which entry?
  number 3

- Which value of E_tot does entry 2 give?
  -40629.0812 eV